(1)
Formula: C28H18BrClN3O7S2SiW
Source: OMol25
Level of theory: ωB97M-V with the def2-TZVPD basis set

Last column: Mulliken charge in e.
Element x y z (Å)
W1 1.14084 -1.48461 1.08894  0.863
Br1 -1.83859 -3.46724 -5.49687  -0.080
Cl1 3.05227 -3.46348 0.37757  1.835
S1 2.80874 -0.84614 2.66665  -0.279
S2 0.28359 -1.95879 3.24725  -0.361
Si1 -0.07010 1.52982 -0.15135  -0.666
O1 -0.67203 -2.48567 0.80375  -0.850
O2 2.90561 -4.14922 -0.82772  -0.515
O3 1.81906 -3.57849 1.21306  -0.583
O4 0.41540 0.09195 0.78053  1.028
O5 4.18563 -3.76370 1.12385  -0.515
O6 2.99221 -1.95985 0.11931  -0.636
O7 0.65016 -2.08529 -0.82490  -0.521
N1 -3.61927 -3.95481 -1.82637  -0.590
N2 0.41867 -2.34850 6.99087  -0.355
N3 4.40542 -0.52812 5.97775  -0.358
C1 -1.09579 0.69197 -2.66805  -0.159
C2 1.51882 2.02943 -0.93568  0.527
C3 3.92636 2.86798 -2.06034  -0.558
C4 2.10315 -1.44011 5.26459  0.879
C5 -1.60874 4.36449 3.17169  -0.458
C6 -2.12117 -3.49190 -3.64185  -0.337
C7 2.35980 1.10542 -1.57289  0.214
C8 1.89927 3.37133 -0.87544  -0.563
C9 -2.28784 4.28842 1.96484  -0.719
C10 -2.60716 0.44378 -0.81028  -0.012
C11 -0.03097 2.73126 2.39766  -0.163
C12 -3.57054 -0.07692 -1.66152  -1.023
C13 -0.47855 3.58519 3.39015  -0.792
C14 1.16985 -1.94500 6.22133  -0.202
C15 -1.45588 -3.05801 -1.41403  0.072
C16 -2.69986 -3.52026 -0.98239  -0.301
C17 -1.84156 3.42732 0.97204  -0.251
C18 -0.49629 -2.55036 -0.46804  1.014
C19 3.09315 3.79008 -1.44489  -0.720
C20 -1.35716 0.84086 -1.30136  0.474
C21 -1.15079 -3.04273 -2.77408  -0.122
C22 1.78275 -1.42048 3.95670  0.647
C23 -0.70821 2.63698 1.17741  0.327
C24 3.56113 1.52871 -2.12274  -0.975
C25 -2.05784 0.16764 -3.51948  -0.853
C26 3.37402 -0.94581 5.69303  -0.209
C27 -3.33575 -3.94240 -3.12537  -0.120
C28 -3.29477 -0.21303 -3.01545  -0.375
H1 -2.38304 3.36973 0.03430  0.418
H2 0.85956 2.13497 2.57316  0.380
H3 3.37645 4.83302 -1.39687  0.428
H4 2.07751 0.06203 -1.68340  0.554
H5 -4.53812 -0.36789 -1.27241  0.447
H6 -3.16591 4.89754 1.79693  0.421
H7 -0.19636 -2.67718 -3.12753  0.653
H8 -4.10696 -4.30409 -3.79564  0.418
H9 1.26837 4.09339 -0.36955  0.406
H10 4.86345 3.19308 -2.49221  0.417
H11 0.05114 3.64865 4.33132  0.440
H12 -2.95083 -3.52529 0.07228  0.548
H13 -2.83699 0.56313 0.24419  0.489
H14 -0.13804 1.00170 -3.07103  0.464
H15 -1.95893 5.03344 3.94657  0.402
H16 -1.84980 0.06764 -4.57691  0.508
H17 -4.05000 -0.60774 -3.68378  0.491
H18 4.21148 0.81215 -2.60726  0.458

Values from the calculation:
* M: 899.88 g/mol
* DFT total energy: -162058.310 eV
* frontier orbital gap: 6.754 eV
* total charge: +1
* highest occupied orbital energy: -0.452 Ha



(2)
Formula: C28H18Cl2HgN6O2
Source: OMol25
Level of theory: ωB97M-V with the def2-TZVPD basis set

Last column: Mulliken charge in e.
Element x y z (Å)
Hg1 1.12567 -0.31379 0.31330  1.406
Cl1 -1.75754 -0.47415 -6.26334  -0.244
Cl2 -4.37457 -0.44233 -4.40770  -0.255
O1 -2.97321 -0.14298 2.34458  -0.830
O2 2.41557 0.08862 -3.85698  -0.823
N1 3.35979 -0.11331 -0.42792  -0.044
N2 1.04747 -0.07110 -1.97859  0.120
N3 0.63181 -0.04204 2.52877  0.141
N4 -1.31040 0.09319 -0.35448  1.473
N5 -0.34597 2.09448 0.35850  -0.059
N6 -0.42419 -1.92388 0.58059  -0.685
C1 -1.62653 -3.89872 -0.08256  -1.067
C2 -0.48736 -3.21430 0.23258  -0.465
C3 -1.60074 -1.08861 0.62194  2.830
C4 1.55694 0.16690 3.47067  0.047
C5 -0.42777 3.35352 0.78751  -0.318
C6 -2.77452 -0.31961 -3.74056  -0.417
C7 -0.70658 -0.10954 2.90056  0.237
C8 4.68347 -0.00086 -2.38757  -0.764
C9 2.18411 -0.00135 -2.64379  0.276
C10 -2.84592 -1.82442 0.23886  -1.448
C11 -1.79323 -0.39790 2.01037  -0.433
C12 -0.07139 0.38833 5.19441  -0.195
C13 3.44618 -0.03873 -1.75336  0.599
C14 -0.21112 -0.12364 -2.57854  0.090
C15 -2.72460 2.02861 0.21752  -0.890
C16 -1.03716 0.17221 4.26362  -1.219
C17 5.73097 -0.12339 -0.24305  -0.807
C18 -0.38307 -0.23588 -3.96309  -0.983
C19 1.29514 0.36604 4.80275  -0.942
C20 4.46629 -0.15563 0.31364  -0.056
C21 -2.83539 -3.13060 -0.07759  -0.261
C22 -1.38165 -0.08933 -1.77040  -1.094
C23 -1.64190 -0.33490 -4.53129  0.309
C24 -2.80106 3.33388 0.65640  -0.540
C25 5.83422 -0.04471 -1.62342  -0.253
C26 -1.46979 1.43906 0.08366  -0.039
C27 -1.62851 4.01948 0.94901  -0.654
C28 -2.62544 -0.19189 -2.36990  -0.059
H1 -1.64409 5.04234 1.30071  0.374
H2 -0.34122 0.57103 6.22819  0.389
H3 0.48644 -0.24880 -4.59833  0.647
H4 4.32401 -0.21690 1.38560  0.359
H5 0.51406 3.84048 1.01648  0.389
H6 -1.60380 -4.94925 -0.33001  0.373
H7 -2.08782 0.17636 4.51603  0.427
H8 -3.50815 -0.17378 -1.74895  0.412
H9 -3.76561 3.80909 0.78565  0.414
H10 -3.61209 1.44211 0.02895  0.311
H11 6.60332 -0.16101 0.39458  0.405
H12 4.69213 0.05994 -3.46542  0.492
H13 -3.77045 -1.26466 0.27705  0.587
H14 6.80678 -0.01983 -2.09954  0.400
H15 0.47459 -3.72216 0.21316  0.390
H16 2.10313 0.52604 5.50238  0.393
H17 2.58473 0.20243 3.11816  0.145
H18 -3.77396 -3.61016 -0.33973  0.413

Values from the calculation:
* spin multiplicity: 2
* <S²>: 0.77
* M: 741.99 g/mol
* DFT total energy: -71583.679 eV
* frontier orbital gap (spin up / spin down): 4.889 / 5.863 eV
* total charge: -1
* highest occupied orbital energy (spin up / spin down): -0.093 / -0.129 Ha



(3)
Formula: C28H18F10N6S2SbTb
Source: OMol25
Level of theory: ωB97M-V with the def2-TZVPD basis set

Last column: Mulliken charge in e.
Element x y z (Å)
Tb1 -0.78446 -0.96345 0.54683  0.899
Sb1 -1.04723 -0.20852 3.46586  2.534
S1 -2.56533 0.35564 -1.05332  -0.366
S2 -0.56570 -3.38662 1.94461  -0.196
F1 0.64076 8.02855 0.14073  -0.278
F2 0.07905 6.05581 -1.55316  -0.287
F3 -2.61657 0.52989 4.20406  -0.492
F4 0.80061 2.86828 1.87372  -0.134
F5 0.63595 -0.69388 2.17346  -0.706
F6 -2.37604 -1.16428 2.04875  -0.621
F7 -0.88331 -1.68463 4.68270  -0.493
F8 -1.21999 1.02139 1.80844  -0.542
F9 0.22105 0.88250 4.34090  -0.508
F10 1.35857 4.86440 3.60569  -0.285
N1 -0.40514 3.59312 -3.26850  -0.494
N2 2.00874 7.33673 5.26633  -0.438
N3 1.09074 -2.54167 -0.51365  1.287
N4 0.40100 0.84720 -0.44837  -0.196
N5 -1.82871 -2.59160 -1.20787  0.690
N6 1.43035 10.06044 2.18998  -0.427
C1 -2.19117 -2.65744 -3.69136  -0.241
C2 3.00687 -5.11711 2.30678  -0.682
C3 -0.94871 -3.77836 -1.31270  -1.073
C4 -2.14012 -1.96992 -2.48550  -0.144
C5 1.39586 8.93950 2.43027  -0.118
C6 1.06758 -3.86780 1.59294  1.167
C7 1.75291 -3.42433 0.44246  -0.395
C8 3.05716 -3.86075 0.25498  -0.532
C9 -2.52586 -2.01583 -4.87659  -0.997
C10 -2.81989 -0.66027 -4.89015  -0.627
C11 1.38464 7.57563 2.80029  1.126
C12 0.36974 2.00607 -0.51822  0.399
C13 1.07906 5.15549 2.34209  -0.110
C14 -0.10239 3.52991 -2.16597  -0.465
C15 0.47738 4.39470 0.09576  0.452
C16 -3.10772 -2.95239 -0.54201  -1.229
C17 -2.79849 0.04196 -3.70596  -0.901
C18 1.07782 6.53351 1.93329  0.205
C19 0.79524 4.14686 1.46597  0.327
C20 0.41693 5.76330 -0.29917  -0.027
C21 0.71020 6.77529 0.56940  0.322
C22 1.70430 -4.71942 2.50494  -0.745
C23 1.72346 7.40067 4.15842  -0.135
C24 3.68795 -4.67991 1.17984  -0.834
C25 0.48697 -3.34229 -1.61683  -0.881
C26 2.06556 -1.58667 -1.08851  -1.479
C27 -2.47506 -0.59743 -2.50365  0.948
C28 0.25687 3.35336 -0.80858  0.800
H1 -3.70553 -2.05038 -0.37351  0.382
H2 -3.07973 -0.16566 -5.81180  0.418
H3 2.79641 -2.08032 -1.73588  0.519
H4 0.47382 -2.71789 -2.51436  0.697
H5 -1.28468 -4.48262 -2.08195  0.305
H6 1.10420 -4.22487 -1.81930  0.377
H7 -2.58257 -2.59469 -5.78690  0.414
H8 3.49246 -5.76314 3.02063  0.423
H9 -0.97855 -4.30804 -0.35442  0.619
H10 -1.98925 -3.71540 -3.73696  0.330
H11 4.71307 -4.97288 1.01645  0.445
H12 -2.90822 -3.42949 0.42259  0.427
H13 2.59710 -1.07848 -0.27987  0.429
H14 3.61326 -3.56722 -0.61985  0.394
H15 -3.69092 -3.63887 -1.16511  0.411
H16 -3.04412 1.09134 -3.67838  0.456
H17 1.53355 -0.85064 -1.69635  0.377
H18 1.15826 -5.04637 3.37555  0.497

Values from the calculation:
* spin multiplicity: 8
* <S²>: 16.27
* M: 973.29 g/mol
* DFT total energy: -116078.703 eV
* frontier orbital gap (spin up / spin down): 3.941 / 3.604 eV
* total charge: +1
* highest occupied orbital energy (spin up / spin down): -0.365 / -0.367 Ha



(4)
Formula: C28H19AlF3I2N3O3
Source: OMol25
Level of theory: ωB97M-V with the def2-TZVPD basis set

Last column: Mulliken charge in e.
Element x y z (Å)
I1 -3.88244 -6.55689 1.86906  0.047
I2 -2.13064 -3.50829 -3.02894  0.024
Al1 -0.34354 -0.22689 0.10376  -0.056
F1 5.24926 0.77951 -3.73654  -0.248
F2 5.65936 -1.32729 -3.83454  -0.260
F3 4.26166 -0.44259 -5.20984  -0.287
O1 -1.16944 -1.56219 -0.68524  0.317
O2 1.77346 0.76291 3.19336  -0.709
O3 0.93476 -0.06899 1.30556  -0.341
N1 1.48886 -0.86889 -1.13354  0.182
N2 -1.24444 -1.71609 1.89286  0.120
N3 -1.35264 1.05471 1.64926  0.556
C1 3.55926 -0.65239 -2.95584  0.473
C2 -1.81354 -2.73039 1.22736  0.686
C3 -0.35584 3.65811 -0.93924  -0.278
C4 -2.53194 1.65451 1.75106  -0.386
C5 -2.88504 -4.75159 -0.33574  -0.239
C6 -0.42284 1.36301 2.54476  0.379
C7 -0.88784 1.22041 -1.24994  -1.161
C8 1.29726 -1.14729 -2.41564  -0.020
C9 0.88796 0.64761 2.37546  0.402
C10 2.29906 -1.06149 -3.37084  -0.780
C11 -1.84474 2.89051 3.68376  -0.456
C12 -2.28104 -3.64489 -0.93384  -0.755
C13 -2.40324 -3.85369 1.85976  0.402
C14 -1.74574 -2.61369 -0.18964  0.250
C15 -2.35964 -3.86259 3.26596  -0.536
C16 3.78436 -0.41839 -1.60584  -1.100
C17 4.67616 -0.41719 -3.93874  0.714
C18 -0.03164 2.40831 -1.46414  -0.008
C19 1.65036 4.61821 -1.84394  -0.477
C20 2.71486 -0.54999 -0.73604  -0.212
C21 -1.20114 -1.76659 3.19936  -0.009
C22 1.97346 3.39021 -2.39804  -0.770
C23 1.13726 2.30861 -2.21484  0.106
C24 -1.75434 -2.82819 3.93226  -1.181
C25 0.47556 4.74791 -1.12384  -0.757
C26 -0.61734 2.26141 3.58086  -0.911
C27 -2.95224 -4.85359 1.02876  -0.261
C28 -2.81924 2.57831 2.74606  -0.825
H1 2.09566 -1.27089 -4.40964  0.495
H2 -1.90494 1.55331 -1.02174  0.721
H3 -3.29214 -5.53049 -0.96234  0.363
H4 -2.03684 3.60111 4.47356  0.464
H5 0.19506 2.43421 4.26766  0.560
H6 -3.79064 3.04661 2.79256  0.450
H7 2.83486 -0.37409 0.32016  0.584
H8 -3.27364 1.39121 1.00926  0.507
H9 -1.28134 3.78221 -0.39094  0.371
H10 2.30986 5.46271 -1.97724  0.392
H11 0.29506 -1.44139 -2.68884  0.135
H12 2.87256 3.28321 -2.98724  0.429
H13 0.20396 5.70981 -0.70834  0.382
H14 -1.69604 -2.82389 5.00976  0.426
H15 -2.79014 -4.69149 3.80816  0.230
H16 4.75706 -0.12029 -1.24654  0.471
H17 -0.70454 -0.95049 3.70616  0.415
H18 -0.96504 0.66261 -2.18764  0.562
H19 1.37896 1.36161 -2.67134  0.409

Values from the calculation:
* M: 783.26 g/mol
* DFT total energy: -70914.039 eV
* frontier orbital gap: 7.520 eV
* highest occupied orbital energy: -0.288 Ha



- Which value of DFT total energy does entry 4 give?
  -70914.039 eV



- Among the records above, which one has the highest DFT total energy?
  C28H19AlF3I2N3O3



- Which formula does entry 3 have?
  C28H18F10N6S2SbTb



- Which value of DFT total energy does entry 3 give?
  -116078.703 eV